No. 1
# C4H7NO2

A molecular structure, C4H7NO2 (ωB97M-V/def2-TZVPD, the Open Molecules 2025 dataset).

```
14
Properties=species:S:1:pos:R:3
O 1.777 0.686 0.450
C 0.514 -0.630 0.532
C -0.415 0.157 1.280
O -1.560 0.644 0.557
C -1.422 0.750 -0.767
N -0.606 0.140 -1.529
C 0.193 -0.911 -0.914
H 1.686 1.139 -0.413
H 1.118 -1.362 1.066
H -0.738 -0.154 2.269
H 0.834 0.997 1.110
H -2.124 1.471 -1.188
H -0.363 -1.860 -0.961
H 1.106 -1.065 -1.493
```

Calculated values
HOMO energy = -8.2 eV
Maximum force = 0.5 eV Å⁻¹
Energy = -361.71264 Ha
HOMO-LUMO gap = 9.00 eV



No. 2
# CH4ClN2

A gas-phase ion, CH4ClN2 (charge +1) (ωB97M-V/def2-TZVPD, the Open Molecules 2025 dataset).

```
8
Properties=species:S:1:pos:R:3
N 0.194 1.207 -0.037
C 0.735 -0.021 -0.015
N 0.175 -1.221 0.033
Cl 2.655 0.090 0.002
H -0.790 1.242 -0.020
H 0.742 1.944 0.371
H -0.835 -1.397 -0.017
H 0.569 -2.218 -0.010
```

Calculated values
HOMO energy = -16.7 eV
Maximum force = 3.7 eV Å⁻¹
Energy = -609.93190 Ha
HOMO-LUMO gap = 12.07 eV
Total charge = +1



No. 3
# C37H96N7NaO9

A molecular structure, C37H96N7NaO9 (ωB97M-V/def2-TZVPD, the Open Molecules 2025 dataset).

```
150
Properties=species:S:1:pos:R:3
Na 1.964 27.244 -23.744
C -0.733 26.455 -21.471
C 0.500 25.530 -21.509
O 1.698 26.167 -21.624
H -0.524 27.428 -21.021
H -1.521 25.990 -20.848
H -1.209 26.574 -22.455
H 0.326 24.731 -22.280
H 0.491 24.956 -20.542
C -4.365 27.967 -24.446
C -4.187 29.446 -24.271
C -5.422 30.202 -24.697
O -5.779 29.833 -25.992
C -7.050 30.261 -26.311
N -3.964 29.774 -22.846
H -3.477 27.435 -24.098
H -4.450 27.708 -25.504
H -5.230 27.549 -23.931
H -3.356 29.818 -24.897
H -5.283 31.299 -24.600
H -6.224 29.975 -23.973
H -7.322 29.827 -27.281
H -7.137 31.348 -26.348
H -7.794 29.820 -25.624
H -3.222 29.235 -22.409
H -3.739 30.750 -22.669
C -1.439 26.425 -25.602
C -0.330 25.780 -26.399
C -0.164 26.352 -27.787
O -1.411 26.439 -28.396
C -1.483 27.455 -29.359
N 0.997 25.830 -25.692
H -2.422 26.237 -26.023
H -1.222 27.490 -25.467
H -1.482 25.998 -24.591
H -0.571 24.713 -26.557
H 0.540 25.737 -28.367
H 0.276 27.362 -27.670
H -1.229 28.439 -28.932
H -2.507 27.512 -29.719
H -0.811 27.263 -30.208
H 1.675 25.877 -26.465
H 1.174 24.919 -25.279
C 5.664 22.626 -20.406
C 4.240 23.028 -20.186
C 3.780 22.732 -18.766
O 2.499 23.196 -18.496
C 1.482 22.371 -19.006
N 4.080 24.479 -20.464
H 6.292 22.844 -19.535
H 6.102 23.118 -21.273
H 5.754 21.541 -20.548
H 3.595 22.500 -20.917
H 4.444 23.269 -18.085
H 3.913 21.652 -18.582
H 1.415 21.412 -18.473
H 1.567 22.227 -20.090
H 0.536 22.894 -18.826
H 3.088 24.735 -20.469
H 4.411 24.663 -21.403
C -6.117 28.476 -19.334
C -6.846 28.107 -20.637
C -8.294 27.841 -20.449
O -8.468 26.719 -19.615
C -9.824 26.403 -19.454
N -6.726 29.146 -21.699
H -6.550 29.380 -18.889
H -5.055 28.647 -19.528
H -6.215 27.680 -18.593
H -6.362 27.224 -21.070
H -8.686 27.606 -21.457
H -8.834 28.714 -20.053
H -10.197 25.929 -20.374
H -10.397 27.303 -19.228
H -9.892 25.658 -18.668
H -7.187 29.987 -21.319
H -5.729 29.450 -21.799
C 0.690 29.092 -16.464
C 1.604 28.177 -17.303
C 0.936 26.909 -17.764
O 0.439 26.250 -16.643
C -0.156 25.070 -16.989
N 2.322 28.838 -18.419
H -0.121 29.464 -17.119
H 1.231 29.955 -16.081
H 0.177 28.566 -15.656
H 2.392 27.828 -16.605
H 1.655 26.312 -18.354
H 0.110 27.122 -18.488
H -0.225 24.454 -16.093
H 0.433 24.515 -17.735
H -1.157 25.229 -17.406
H 2.785 29.675 -18.088
H 1.649 29.126 -19.127
C -0.057 30.969 -21.215
C 0.614 29.955 -22.133
C 0.798 30.479 -23.544
O 0.607 29.361 -24.446
C 0.701 29.750 -25.785
N 1.892 29.508 -21.487
H -0.098 30.611 -20.192
H -1.082 31.178 -21.537
H 0.514 31.905 -21.221
H -0.012 29.058 -22.190
H 1.819 30.855 -23.667
H 0.006 31.201 -23.775
H 1.689 30.156 -26.037
H -0.075 30.478 -26.053
H 0.526 28.857 -26.378
H 2.508 30.339 -21.473
H 2.384 28.952 -22.189
C -5.553 24.315 -21.328
C -5.905 22.958 -20.673
C -4.631 22.308 -20.153
C -4.204 22.844 -18.793
C -5.333 22.584 -17.820
C -6.568 23.343 -18.231
N -6.865 23.057 -19.600
O -8.078 23.623 -19.989
C -7.740 22.839 -17.386
C -6.387 24.840 -17.982
C -6.486 22.053 -21.738
H -5.015 24.966 -20.638
H -6.480 24.826 -21.608
H -4.999 24.141 -22.248
H -4.737 21.225 -20.110
H -3.831 22.588 -20.853
H -3.937 23.902 -18.826
H -3.324 22.272 -18.498
H -5.058 22.864 -16.800
H -5.552 21.510 -17.824
H -8.066 21.858 -17.740
H -7.519 22.897 -16.321
H -8.638 23.454 -17.550
H -6.008 25.052 -16.979
H -5.753 25.314 -18.734
H -7.347 25.359 -18.069
H -7.491 22.325 -22.066
H -6.639 21.039 -21.333
H -5.798 21.953 -22.580
H -7.986 24.598 -20.022
C 1.589 22.667 -23.931
C 3.003 23.230 -23.697
O 3.578 23.708 -24.907
H 1.108 22.383 -23.005
H 1.667 21.811 -24.607
H 0.932 23.381 -24.432
H 3.577 22.379 -23.305
H 3.014 23.988 -22.907
H 3.770 24.638 -24.774
```

Calculated values
HOMO energy = -7.1 eV
Maximum force = 1.8 eV Å⁻¹
Energy = -2689.89678 Ha
HOMO-LUMO gap = 6.41 eV



The ΔE to the lowest compared entry with this formula, charge and spin results, record by record, are as follows: 105.6, 25.0, 0.0 kcal/mol.